Model 1:
{
  "formula": "C5H7OP",
  "method": "ωB97M-V/def2-TZVPD",
  "species": ["C", "C", "C", "C", "C", "O", "P", "H", "H", "H", "H", "H", "H", "H"],
  "positions_angstrom": [[-0.28385, 1.66990, -0.23119], [0.72442, 0.77908, -0.44558], [-1.59784, 1.12987, 0.29959], [0.40813, -0.64198, -0.06910], [1.35874, -1.67817, 0.28871], [-0.92112, -1.16481, -1.06210], [-1.36669, -0.75345, 0.44336], [-0.35175, 2.78291, -0.41668], [1.75197, 0.88363, -0.75405], [-2.13110, 1.47924, 1.23349], [-2.28377, 1.32547, -0.45495], [1.72360, -1.51367, 1.19729], [2.09740, -1.71692, -0.50879], [0.87187, -2.58110, 0.47999]],
  "lowdin_charge": [-0.13, -0.07, -0.34, -0.45, -0.08, -0.39, 0.91, 0.12, 0.10, 0.09, 0.04, 0.04, 0.10, 0.07],
  "orbital_gap_ev": 9.40,
  "lumo_ha": 0.0310,
  "e_homo_ev": -8.6,
  "smiles": "C[C@]12C=CCP1O2"
}


Model 2:
{
  "formula": "C5H7OP",
  "method": "ωB97M-V/def2-TZVPD",
  "species": ["C", "C", "C", "C", "C", "O", "P", "H", "H", "H", "H", "H", "H", "H"],
  "positions_angstrom": [[1.62693, 1.12801, 0.34634], [1.00704, 2.00832, -0.44935], [0.80960, -0.04190, 0.36187], [-0.17170, 0.29211, -0.48442], [1.06084, -1.35413, 1.00329], [-0.14761, 1.50448, -0.98649], [-3.62940, 0.38970, 0.34463], [2.56119, 1.21328, 0.92562], [1.44211, 2.99744, -0.83827], [1.60273, -2.03275, 0.39792], [1.78693, -1.26714, 1.89554], [0.01230, -1.83478, 1.25770], [-3.55899, -0.99972, 0.80644], [-4.58965, 0.01973, -0.67230]],
  "lowdin_charge": [-0.05, -0.15, -0.32, -0.03, -0.07, 0.00, 0.55, 0.13, 0.15, 0.05, 0.10, 0.12, -0.23, -0.24],
  "orbital_gap_ev": [7.73, 7.71],
  "lumo_ha": [-0.0431, -0.0302],
  "e_homo_ev": [-8.9, -8.5]
}


Most stable structure: model 1


Model 1:
{
  "formula": "C5H7N2",
  "method": "ωB97M-V/def2-TZVPD",
  "species": ["C", "C", "C", "C", "C", "N", "N", "H", "H", "H", "H", "H", "H", "H"],
  "positions_angstrom": [[0.31101, -0.42998, 0.14438], [-0.55347, -0.29570, -0.97050], [-0.27649, -1.56813, -0.39499], [-0.65829, -2.97059, -0.37333], [0.72925, 2.88016, 0.82048], [0.81576, 0.58589, 0.90223], [0.39595, 1.61837, 0.28444], [-0.87421, 0.16164, -1.80834], [-1.69555, -3.09810, -0.11827], [-0.27171, -3.57895, 0.35870], [-0.43857, -3.18860, -1.39253], [-0.13727, 3.52385, 0.89111], [1.45757, 2.85587, 1.72920], [1.19605, 3.50427, -0.07261]],
  "lowdin_charge": [-0.06, 0.26, -0.02, 0.03, -0.08, 0.11, -0.02, 0.10, 0.12, 0.08, 0.11, 0.09, 0.13, 0.15],
  "orbital_gap_ev": 9.06,
  "total_charge": 1,
  "lumo_ha": -0.2140,
  "e_homo_ev": -14.9,
  "smiles": "CN=[N+]=c1cc1C"
}


Model 2:
{
  "formula": "C5H7N2",
  "method": "ωB97M-V/def2-TZVPD",
  "species": ["C", "C", "C", "C", "C", "N", "N", "H", "H", "H", "H", "H", "H", "H"],
  "positions_angstrom": [[-1.94865, -1.40365, 0.91771], [-1.28775, -1.04391, 1.85786], [0.78066, -0.42950, -0.91697], [1.76953, -1.12133, -1.28587], [0.26243, 2.27283, 0.48535], [-0.23177, 0.31372, -0.72777], [-0.48645, 1.56787, -0.25668], [-2.36771, -2.01457, 0.09151], [-0.69201, -0.63893, 2.61705], [2.11321, -1.03442, -2.32429], [2.18090, -1.87003, -0.73539], [-0.18164, 3.26800, 0.74786], [1.27378, 2.05143, 0.55202], [-1.18452, 0.08250, -1.02237]],
  "lowdin_charge": [-0.02, 0.01, 0.03, 0.18, 0.08, 0.04, 0.01, 0.06, 0.02, 0.14, 0.08, 0.12, 0.07, 0.17],
  "orbital_gap_ev": 9.11,
  "total_charge": 1,
  "lumo_ha": -0.1969,
  "e_homo_ev": -14.5
}


Model 3:
{
  "formula": "C5H7N2",
  "method": "ωB97M-V/def2-TZVPD",
  "species": ["C", "C", "C", "C", "C", "N", "N", "H", "H", "H", "H", "H", "H", "H"],
  "positions_angstrom": [[0.33731, -2.40926, -0.80121], [0.54770, -2.23224, 0.62724], [0.15559, -1.17083, -1.28999], [0.16393, 2.24215, -0.24538], [0.19785, 0.97624, -0.22105], [0.49320, -0.99472, 0.96819], [0.25773, -0.28854, -0.18843], [0.33279, -3.34158, -1.33075], [0.73607, -2.99542, 1.35807], [-0.02172, -0.79372, -2.27898], [1.04778, 2.85536, -0.39058], [-0.75127, 2.81509, -0.10551], [-1.41029, 2.59078, 1.76551], [-2.08666, 2.74669, 2.13287]],
  "lowdin_charge": [0.03, -0.04, 0.02, 0.15, 0.07, 0.14, -0.07, 0.12, 0.14, 0.14, 0.13, 0.08, 0.01, 0.07],
  "orbital_gap_ev": 9.36,
  "total_charge": 1,
  "lumo_ha": -0.2178,
  "e_homo_ev": -15.3
}


Most stable structure: model 3


Model 1:
{
  "formula": "C5H7N2",
  "method": "ωB97M-V/def2-TZVPD",
  "species": ["C", "C", "C", "C", "C", "N", "N", "H", "H", "H", "H", "H", "H", "H"],
  "positions_angstrom": [[1.04172, -0.99665, -0.77499], [0.46325, 0.10591, -1.37082], [0.68182, -1.33951, 0.43440], [-0.55709, 0.95706, -0.73278], [-0.63127, 0.77339, 0.78227], [-0.80019, -0.67697, 0.84334], [0.15023, -1.50069, 1.54529], [1.82831, -1.52249, -1.24660], [0.68308, 0.62438, -2.33280], [-0.23429, 1.96168, -1.01795], [-1.58842, 0.89861, -1.17320], [0.21053, 1.11687, 1.32832], [-1.50587, 1.22672, 1.22352], [0.25819, -1.62831, 2.49200]],
  "lowdin_charge": [-0.01, 0.08, -0.02, -0.15, -0.16, 0.06, 0.21, 0.12, 0.16, 0.14, 0.17, 0.12, 0.13, 0.16],
  "orbital_gap_ev": 8.86,
  "total_charge": 1,
  "lumo_ha": -0.2161,
  "e_homo_ev": -14.7,
  "smiles": "C1=CC2=[NH+]N2CC1"
}


Model 2:
{
  "formula": "C5H7N2",
  "method": "ωB97M-V/def2-TZVPD",
  "species": ["C", "C", "C", "C", "C", "N", "N", "H", "H", "H", "H", "H", "H", "H"],
  "positions_angstrom": [[-0.15181, -0.31809, 0.44218], [-0.45257, 1.11168, -0.05352], [-0.77137, -1.32995, 0.85514], [-1.39040, -2.52070, 1.47060], [1.49485, 2.03303, -1.44948], [1.15519, -0.02528, -0.20108], [0.72478, 1.18432, -0.60419], [-1.48871, 1.51127, -0.40775], [-0.56763, -3.38772, 1.40028], [-2.29932, -2.81227, 1.02532], [-1.44307, -2.28168, 2.48940], [1.80963, 1.48391, -2.41194], [1.01467, 2.91608, -1.59291], [2.36576, 2.43540, -0.96205]],
  "lowdin_charge": [-0.17, 0.05, 0.21, 0.02, 0.04, 0.16, -0.18, 0.18, 0.19, 0.08, 0.08, 0.16, 0.07, 0.11],
  "orbital_gap_ev": [6.52, 6.53],
  "total_charge": 1,
  "lumo_ha": [-0.2469, -0.2467],
  "e_homo_ev": [-13.2, -13.2]
}


Model 3:
{
  "formula": "C5H7N2",
  "method": "ωB97M-V/def2-TZVPD",
  "species": ["C", "C", "C", "C", "C", "N", "N", "H", "H", "H", "H", "H", "H", "H"],
  "positions_angstrom": [[0.49225, 1.00436, -2.05681], [-0.02311, -0.25637, -1.80094], [0.45493, 1.96911, -1.17811], [-0.33787, 0.23094, 0.34682], [0.42465, -2.01479, -0.15580], [0.08638, -0.66694, -0.53865], [-0.51992, 1.64181, -0.03644], [0.92923, 2.92641, -1.13224], [-0.73743, -0.06778, 1.30015], [-0.46325, -2.64939, -0.13839], [1.11820, -2.41976, -0.89173], [0.88507, -2.01987, 0.83022], [-0.28225, 2.23489, 0.76990], [-1.50319, 1.84703, -0.28995]],
  "lowdin_charge": [0.05, 0.06, -0.07, 0.00, 0.03, -0.17, 0.10, 0.11, 0.16, 0.12, 0.12, 0.11, 0.19, 0.20],
  "orbital_gap_ev": [7.70, 7.76],
  "total_charge": 1,
  "lumo_ha": [-0.1985, -0.2003],
  "e_homo_ev": [-13.1, -13.2]
}


Model 4:
{
  "formula": "C5H7N2",
  "method": "ωB97M-V/def2-TZVPD",
  "species": ["C", "C", "C", "C", "C", "N", "N", "H", "H", "H", "H", "H", "H", "H"],
  "positions_angstrom": [[-1.07839, 0.03515, -0.05900], [-0.51640, -0.07485, 1.20708], [-2.27825, 0.03119, -0.66701], [0.24419, 0.02304, -0.84942], [0.86355, -0.39819, 0.48282], [-3.35511, -0.26232, -1.07518], [1.94189, 0.39687, 1.12691], [-0.09508, -0.98922, -1.68935], [0.57274, 0.80038, -1.50302], [1.07071, -1.42234, 0.67384], [-4.00662, 0.18808, -1.62998], [1.52807, 1.19048, 1.63845], [2.61981, 0.65827, 0.49316], [2.48889, -0.17656, 1.85069]],
  "lowdin_charge": [-0.32, 0.11, 0.01, -0.08, -0.32, 0.32, 0.22, 0.21, 0.09, 0.14, 0.10, 0.17, 0.13, 0.22],
  "orbital_gap_ev": [7.48, 7.48],
  "total_charge": 1,
  "lumo_ha": [-0.1710, -0.1710],
  "e_homo_ev": [-12.1, -12.1]
}


Most stable structure: model 1


Model 1:
{
  "formula": "C5H7N2",
  "method": "ωB97M-V/def2-TZVPD",
  "species": ["C", "C", "C", "C", "C", "N", "N", "H", "H", "H", "H", "H", "H", "H"],
  "positions_angstrom": [[2.14092, -0.02857, -0.41494], [-0.64191, 0.16650, 0.08198], [0.09262, -1.23398, 0.02013], [1.59392, 1.05275, 0.33634], [-2.11918, 0.38774, -0.12818], [0.05480, 1.15523, 0.43782], [1.41701, -1.07016, -0.27928], [3.14231, -0.02955, -0.94096], [0.03435, -1.73554, 1.01755], [-0.41548, -1.90995, -0.69370], [2.10922, 1.69712, 1.10051], [-2.53740, -0.48177, -0.62237], [-2.21000, 1.30828, -0.78144], [-2.66118, 0.72188, 0.86654]],
  "lowdin_charge": [-0.09, -0.28, -0.11, 0.17, -0.01, 0.17, 0.13, 0.16, 0.18, 0.17, 0.15, 0.08, 0.12, 0.15],
  "orbital_gap_ev": [7.95, 7.95],
  "total_charge": 1,
  "lumo_ha": [-0.2601, -0.2601],
  "e_homo_ev": [-15.0, -15.0],
  "smiles": "CC1=[N+]=CC=NC1"
}


Model 2:
{
  "formula": "C5H7N2",
  "method": "ωB97M-V/def2-TZVPD",
  "species": ["C", "C", "C", "C", "C", "N", "N", "H", "H", "H", "H", "H", "H", "H"],
  "positions_angstrom": [[2.97497, -0.59122, -0.20057], [1.87858, -0.27285, 0.14374], [-1.50876, 0.52803, 0.75486], [-1.75040, -0.58798, 0.04266], [0.49310, -0.20703, 0.25751], [-0.11864, 0.65323, 0.89318], [-0.45677, -1.06997, -0.38966], [3.95029, -0.97779, -0.45185], [-2.07011, 1.04351, 1.50631], [-2.53082, -1.18131, -0.37504], [-0.41862, 2.97378, -0.03359], [0.15090, 2.60059, -0.41758], [-0.34509, -2.09956, -0.37616], [-0.24866, -0.81144, -1.35380]],
  "lowdin_charge": [0.22, -0.02, -0.02, 0.03, -0.36, 0.13, 0.15, 0.08, 0.13, 0.13, 0.06, 0.05, 0.23, 0.21],
  "orbital_gap_ev": 9.58,
  "total_charge": 1,
  "lumo_ha": -0.1822,
  "e_homo_ev": -14.5
}


Model 3:
{
  "formula": "C5H7N2",
  "method": "ωB97M-V/def2-TZVPD",
  "species": ["C", "C", "C", "C", "C", "N", "N", "H", "H", "H", "H", "H", "H", "H"],
  "positions_angstrom": [[0.92139, -1.34971, -1.02058], [1.25609, -0.78090, 0.01601], [0.29380, 0.71250, 0.76261], [0.86769, 1.83076, 0.36724], [-1.45121, -0.83793, -0.76475], [-0.82507, 0.26607, 1.21655], [-1.50649, -0.65802, 0.52345], [0.44900, -1.72825, -1.89352], [2.04964, -0.80000, 0.80438], [0.19428, 2.68332, 0.62280], [1.84092, 2.02232, -0.08469], [-0.98667, -0.14870, -1.47387], [-2.10083, -1.52305, -1.30708], [-1.00254, 0.31158, 2.23146]],
  "lowdin_charge": [0.19, -0.01, -0.23, 0.13, -0.01, 0.04, 0.03, 0.08, 0.15, 0.12, 0.10, 0.09, 0.11, 0.20],
  "orbital_gap_ev": 8.94,
  "total_charge": 1,
  "lumo_ha": -0.2104,
  "e_homo_ev": -14.7
}


Most stable structure: model 1


Model 1:
{
  "formula": "C6H6",
  "method": "ωB97M-V/def2-TZVPD",
  "species": ["C", "C", "C", "C", "C", "C", "H", "H", "H", "H", "H", "H"],
  "positions_angstrom": [[1.21571, -0.57443, 1.20999], [-0.25873, -1.22234, 0.58485], [1.03239, -0.66376, -0.23861], [-0.00114, 0.18930, 1.26839], [-0.18941, 0.18644, -0.17920], [-1.01496, 0.81476, -1.27376], [1.72938, -0.98320, 2.05594], [1.62719, -0.88844, -1.02325], [-0.55941, 0.34177, 2.16643], [-1.43688, 1.71164, -0.85520], [-1.74375, 0.07985, -1.58156], [-0.40039, 1.00842, -2.13402]],
  "lowdin_charge": [-0.06, 0.06, -0.10, -0.16, -0.33, 0.00, 0.12, 0.10, 0.13, 0.08, 0.08, 0.07],
  "orbital_gap_ev": 10.06,
  "lumo_ha": 0.0418,
  "e_homo_ev": -8.9
}


Model 2:
{
  "formula": "C6H6",
  "method": "ωB97M-V/def2-TZVPD",
  "species": ["C", "C", "C", "C", "C", "C", "H", "H", "H", "H", "H", "H"],
  "positions_angstrom": [[0.93937, -2.34353, 0.99435], [0.51603, -0.96526, 0.70575], [0.13042, 0.15393, 0.46799], [-0.34667, 1.51865, 0.17059], [-0.49170, 1.81703, -1.25886], [-1.01500, 1.97014, -2.33059], [0.42373, -3.05536, 0.34048], [2.01641, -2.47891, 0.84731], [0.70905, -2.61827, 2.02962], [0.20362, 2.26306, 0.75554], [-1.40043, 1.67406, 0.42874], [-1.68482, 2.06447, -3.15091]],
  "lowdin_charge": [-0.11, -0.08, -0.03, -0.22, -0.15, 0.10, 0.08, 0.08, 0.08, 0.12, 0.12, 0.03],
  "orbital_gap_ev": 10.48,
  "lumo_ha": 0.0350,
  "e_homo_ev": -9.5,
  "smiles": "C#CCC#CC"
}


Model 3:
{
  "formula": "C6H6",
  "method": "ωB97M-V/def2-TZVPD",
  "species": ["C", "C", "C", "C", "C", "C", "H", "H", "H", "H", "H", "H"],
  "positions_angstrom": [[-1.82341, 0.74876, 0.12500], [-1.01894, -0.54174, 0.14154], [0.40383, -0.32049, 0.22382], [1.50357, -0.36186, -0.32970], [2.81300, -0.38117, -0.70400], [3.99116, -0.38457, -1.18039], [-2.87005, 0.50438, -0.05846], [-1.73196, 1.27052, 1.08094], [-1.47106, 1.41781, -0.66677], [-1.08983, -1.05570, -0.82083], [-1.34110, -1.23460, 0.91935], [2.41512, 0.39660, 1.33228]],
  "lowdin_charge": [-0.09, -0.25, -0.01, -0.12, -0.24, 0.09, 0.08, 0.08, 0.08, 0.12, 0.12, 0.14],
  "orbital_gap_ev": [9.68, 6.03],
  "lumo_ha": [-0.0042, -0.1151],
  "e_homo_ev": [-9.8, -9.2]
}


Most stable structure: model 2